{
  "formula": "C21H26F25N2O3S",
  "method": "ωB97M-V/def2-TZVPD",
  "species": ["C", "C", "N", "C", "S", "N", "C", "C", "C", "F", "H", "H", "H", "H", "H", "H", "H", "H", "H", "H", "H", "H", "H", "H", "C", "C", "C", "F", "F", "F", "F", "O", "C", "C", "F", "F", "F", "F", "H", "H", "H", "H", "C", "C", "C", "F", "F", "F", "F", "O", "C", "C", "F", "F", "F", "F", "H", "H", "H", "H", "C", "C", "C", "F", "F", "F", "F", "O", "C", "C", "F", "F", "F", "F", "H", "H", "H", "H"],
  "xyz": [[-0.6993, 2.0308, 4.3623], [0.1982, 0.9073, 3.9739], [1.3684, 1.0641, 3.6546], [-0.3066, -0.5099, 4.0039], [0.9801, -1.4838, 4.8207], [0.2156, -2.0673, 6.1733], [1.4235, -2.8415, 3.7260], [2.4144, -2.4223, 2.6851], [2.5674, -3.4897, 1.6626], [1.9399, -1.3073, 2.0738], [-1.7388, 1.7683, 4.3958], [-0.4210, 2.3375, 5.3526], [-0.5556, 2.8519, 3.6938], [1.5960, 2.0505, 3.6645], [-0.4628, -0.8511, 3.0024], [-1.1929, -0.5567, 4.5987], [-0.3244, -2.9057, 6.0071], [0.8886, -2.1986, 6.9091], [0.5770, -3.3360, 3.2849], [1.9129, -3.5739, 4.3393], [3.3779, -2.2378, 3.1168], [2.7482, -4.4235, 2.1731], [3.4163, -3.3186, 1.0454], [1.7170, -3.5713, 1.0147], [6.6131, -0.7400, -0.0192], [6.3921, -2.1879, 0.4470], [7.5908, -2.8858, 1.0871], [8.6077, -2.9889, 0.2140], [7.2209, -4.1388, 1.4563], [5.9117, -2.9214, -0.5744], [5.4068, -2.1529, 1.4035], [6.8740, -0.5633, -1.3906], [8.1667, -0.6788, -1.8463], [8.2975, -1.8294, -2.8415], [7.9644, -2.9945, -2.2469], [9.5787, -1.9149, -3.2524], [9.0352, -0.8020, -0.8262], [8.4640, 0.4642, -2.4923], [5.6649, -0.2307, 0.1440], [7.3404, -0.2205, 0.6037], [7.9281, -2.3457, 1.9770], [7.6460, -1.6676, -3.7027], [-3.6182, -1.7442, -1.2217], [-3.8323, -2.4775, 0.1119], [-4.8826, -1.8886, 1.0516], [-4.5421, -0.6337, 1.4260], [-4.9508, -2.6505, 2.1694], [-2.6442, -2.5936, 0.7588], [-4.2448, -3.7337, -0.1908], [-2.5151, -0.8583, -1.2667], [-2.6657, 0.4274, -0.8290], [-1.7592, 0.7015, 0.3656], [-2.0868, -0.1273, 1.3904], [-1.9264, 1.9708, 0.7955], [-3.9523, 0.7122, -0.5468], [-2.2869, 1.2383, -1.8340], [-3.3762, -2.5165, -1.9481], [-4.5327, -1.2753, -1.5819], [-5.8676, -1.8720, 0.5781], [-0.7112, 0.5476, 0.1009], [-4.3224, 5.2176, -4.5624], [-4.5724, 4.2514, -5.7306], [-5.9931, 4.2187, -6.2916], [-6.8724, 3.8168, -5.3481], [-6.0432, 3.3340, -7.3146], [-4.1829, 3.0075, -5.3758], [-3.7618, 4.6499, -6.7488], [-4.3390, 4.6465, -3.2694], [-5.5329, 4.5062, -2.6145], [-5.8354, 3.0357, -2.3414], [-5.9242, 2.3478, -3.4983], [-7.0215, 2.9256, -1.7002], [-6.5371, 5.1020, -3.2801], [-5.4125, 5.1294, -1.4220], [-3.3023, 5.5731, -4.6888], [-4.9548, 6.1021, -4.6232], [-6.2879, 5.2030, -6.6666], [-5.0518, 2.5896, -1.7271]],
  "lowdin_charge": [-0.01, -0.51, 0.15, -0.24, 1.17, -0.17, -0.27, -0.47, -0.01, 0.01, 0.08, 0.09, 0.09, 0.09, 0.09, 0.10, 0.08, 0.07, 0.12, 0.11, 0.14, 0.10, 0.06, 0.10, -0.05, -0.43, -0.30, 0.10, 0.09, 0.14, 0.08, 0.05, -0.54, -0.28, 0.10, 0.11, 0.15, 0.16, 0.15, 0.15, 0.18, 0.18, -0.03, -0.44, -0.29, 0.08, 0.10, 0.11, 0.12, 0.06, -0.55, -0.26, 0.07, 0.10, 0.14, 0.16, 0.15, 0.15, 0.18, 0.18, -0.04, -0.45, -0.30, 0.09, 0.10, 0.13, 0.11, 0.05, -0.55, -0.28, 0.10, 0.10, 0.15, 0.15, 0.15, 0.15, 0.18, 0.16],
  "multiplicity": 1,
  "e_homo_ev": -13.0,
  "total_charge": 1,
  "gap_ev": 10.1,
  "total_energy_ev": -110086.2919
}

=====

{
  "formula": "C21H26Ge2O5Pd",
  "method": "ωB97M-V/def2-TZVPD",
  "species": ["Pd", "C", "C", "Ge", "C", "C", "C", "C", "Ge", "C", "C", "C", "C", "C", "C", "C", "C", "C", "C", "H", "H", "H", "H", "H", "H", "H", "H", "H", "H", "H", "H", "H", "H", "H", "H", "H", "H", "H", "H", "H", "H", "H", "H", "H", "H", "O", "C", "C", "O", "C", "C", "O", "C", "O", "O"],
  "xyz": [[-0.6310, -0.7265, -1.8491], [1.0113, -3.0378, -2.1908], [1.9326, -1.9887, -2.8285], [1.7482, -0.2580, -1.9664], [2.3767, 1.3191, -2.8753], [2.1592, 2.6650, -2.1893], [2.1893, -0.2945, -0.0840], [1.3837, -0.3470, 0.9824], [-0.5161, -0.3598, 0.5998], [-1.4125, -2.0921, 0.4763], [-1.5160, -2.6832, 1.9050], [-1.5704, 1.2519, 0.8602], [-1.8152, 1.6307, 2.3323], [1.7977, -0.4159, 2.4001], [0.8309, -0.5975, 3.3848], [1.1727, -0.6883, 4.7251], [2.5064, -0.5965, 5.0927], [3.4868, -0.4234, 4.1203], [3.1388, -0.3360, 2.7853], [1.1081, -4.0110, -2.6698], [-0.0612, -2.7723, -2.3017], [1.2176, -3.1645, -1.1268], [1.7576, -1.9046, -3.9009], [2.9895, -2.2435, -2.6920], [2.0567, 1.3183, -3.9177], [3.4510, 1.0704, -2.8948], [1.1084, 2.9534, -2.1983], [2.7186, 3.4455, -2.7024], [2.5007, 2.6455, -1.1535], [3.2707, -0.2701, 0.0660], [-0.8485, -2.7910, -0.1485], [-2.4029, -1.9612, 0.0379], [-0.5356, -2.8594, 2.3463], [-2.0347, -3.6386, 1.8387], [-2.0915, -2.0409, 2.5717], [-2.5294, 1.0943, 0.3580], [-1.0431, 2.0662, 0.3560], [-2.3380, 0.8452, 2.8785], [-2.4349, 2.5253, 2.3741], [-0.8821, 1.8497, 2.8483], [-0.2253, -0.6856, 3.1241], [0.4065, -0.8321, 5.4743], [2.7859, -0.6647, 6.1351], [4.5270, -0.3567, 4.4081], [3.9213, -0.2006, 2.0512], [-5.1272, 3.6661, -3.2277], [-4.3506, 2.8075, -2.9829], [-2.8088, 3.0066, -2.8842], [-2.1710, 3.9998, -2.9816], [-2.2016, 1.6072, -2.5683], [-3.3638, 0.5790, -2.4078], [-3.1265, -0.5547, -2.1000], [-4.7041, 1.3270, -2.6612], [-5.7724, 0.8199, -2.6101], [-1.0395, 1.3034, -2.4196]],
  "lowdin_charge": [0.55, -0.16, -0.32, 0.98, -0.34, -0.14, -0.20, -0.32, 1.06, -0.32, -0.12, -0.33, -0.13, -0.24, -0.07, -0.04, -0.04, -0.04, -0.01, 0.10, 0.05, 0.08, 0.08, 0.09, 0.08, 0.09, 0.06, 0.09, 0.07, 0.08, 0.05, 0.07, 0.08, 0.09, 0.08, 0.06, 0.08, 0.08, 0.09, 0.08, 0.07, 0.12, 0.12, 0.12, 0.11, 0.27, -0.20, -0.19, 0.26, -0.15, -0.18, 0.15, -0.19, 0.27, 0.05],
  "multiplicity": 1,
  "e_homo_ev": -14.4,
  "total_charge": 2,
  "gap_ev": 4.6,
  "total_energy_ev": -148927.0229
}

=====

{
  "formula": "C21H26N2O2",
  "method": "ωB97M-V/def2-TZVPD",
  "species": ["C", "C", "O", "C", "C", "C", "N", "C", "C", "C", "C", "C", "C", "C", "O", "H", "H", "H", "H", "H", "H", "H", "H", "H", "H", "H", "H", "H", "H", "C", "N", "C", "C", "C", "C", "C", "C", "C", "C", "H", "H", "H", "H", "H", "H", "H", "H", "H", "H", "H", "H"],
  "xyz": [[1.1448, -0.7153, 5.3698], [1.0812, -2.0423, 4.6772], [0.9747, -1.7717, 3.2543], [0.5358, -2.8477, 2.5792], [0.8529, -2.8448, 1.1150], [0.6590, -4.1378, 0.4571], [1.7071, -1.9106, 0.7441], [2.6448, -1.9929, -0.1504], [3.6912, -1.0138, -0.2327], [4.6916, -1.0949, -1.2315], [5.6717, -0.1130, -1.3134], [5.6922, 0.9412, -0.3842], [4.7424, 0.9877, 0.6521], [3.7562, 0.0047, 0.7383], [0.0248, -3.8292, 3.1057], [1.3515, -0.8853, 6.4214], [1.9239, -0.0691, 4.9656], [0.1853, -0.2026, 5.3063], [1.9929, -2.6389, 4.8379], [0.2070, -2.6135, 5.0072], [-0.2181, -4.5715, 0.9468], [0.5353, -3.9967, -0.6214], [1.5062, -4.8233, 0.6240], [2.6872, -2.8450, -0.8488], [4.6699, -1.9445, -1.9173], [6.4251, -0.1611, -2.1034], [6.4536, 1.7203, -0.4610], [4.7681, 1.7894, 1.3897], [3.0299, -0.0143, 1.5490], [-1.7014, -4.6190, -1.6888], [-2.2706, -3.2707, -1.7044], [-3.4139, -3.1280, -2.6059], [-1.7670, -2.2675, -1.0021], [-2.3436, -0.9360, -1.0432], [-3.7473, -0.7278, -1.0028], [-4.2851, 0.5436, -1.1587], [-3.4459, 1.6604, -1.2525], [-2.0523, 1.4784, -1.2678], [-1.5071, 0.1997, -1.1667], [-2.4027, -5.2784, -2.1950], [-0.7486, -4.6513, -2.2341], [-1.5450, -4.9795, -0.6663], [-3.3336, -3.9212, -3.3544], [-4.3627, -3.2822, -2.0739], [-3.4297, -2.1612, -3.1159], [-0.8330, -2.4112, -0.4522], [-4.4127, -1.5807, -0.8596], [-5.3698, 0.6674, -1.1751], [-3.8767, 2.6671, -1.3018], [-1.4041, 2.3490, -1.3463], [-0.4222, 0.0541, -1.1900]],
  "lowdin_charge": [-0.08, -0.23, -0.02, -0.47, -0.36, -0.11, 0.06, -0.16, -0.23, -0.06, -0.11, -0.12, -0.10, -0.04, 0.02, 0.07, 0.08, 0.08, 0.13, 0.11, 0.07, 0.04, 0.10, 0.10, 0.10, 0.09, 0.09, 0.09, 0.10, -0.02, -0.12, -0.03, 0.08, -0.18, -0.05, -0.07, -0.06, -0.06, 0.00, 0.09, 0.11, 0.09, 0.10, 0.10, 0.11, 0.11, 0.11, 0.11, 0.11, 0.11, 0.13],
  "multiplicity": 1,
  "e_homo_ev": -5.1,
  "gap_ev": 3.5,
  "total_energy_ev": -29270.3694
}

=====

{
  "formula": "C21H26N2O5",
  "method": "ωB97M-V/def2-TZVPD",
  "species": ["C", "C", "N", "C", "C", "C", "C", "C", "N", "C", "O", "C", "O", "C", "C", "O", "C", "C", "C", "C", "C", "O", "C", "C", "C", "C", "C", "O", "H", "H", "H", "H", "H", "H", "H", "H", "H", "H", "H", "H", "H", "H", "H", "H", "H", "H", "H", "H", "H", "H", "H", "H", "H", "H"],
  "xyz": [[-1.7874, 2.9323, 1.6218], [-0.9078, 2.7526, 2.8548], [0.3073, 2.0180, 2.5552], [0.8998, 1.3783, 3.7134], [1.3543, 2.3163, 4.8391], [1.2480, 2.7418, 1.7135], [1.3024, 2.1474, 0.3016], [1.9004, 0.7399, 0.3196], [1.8684, 0.1291, -0.9882], [2.6071, 0.5276, -2.0371], [3.4731, 1.3828, -2.0880], [2.1783, -0.3028, -3.1987], [2.7664, -0.1142, -4.3671], [1.2025, -1.1589, -2.8098], [0.4833, -2.0867, -3.6866], [0.6285, -2.0722, -4.8973], [-0.4515, -3.0308, -3.0726], [-1.3590, -3.8495, -3.7055], [-2.0369, -4.5519, -2.6927], [-1.4996, -4.1294, -1.5058], [-1.7859, -4.5134, -0.0995], [-0.5430, -3.2141, -1.7308], [0.9383, -0.9328, -1.3384], [-0.4794, -0.5511, -1.0518], [-1.3922, 0.1504, -1.7830], [-2.5717, 0.1936, -1.0005], [-2.2842, -0.4812, 0.1449], [-1.0207, -0.9358, 0.1231], [-1.9796, 1.9699, 1.1552], [-2.7369, 3.3759, 1.9122], [-1.3149, 3.5858, 0.8937], [-0.6956, 3.7461, 3.2879], [-1.4633, 2.1746, 3.5980], [1.7573, 0.7966, 3.3653], [0.1620, 0.6747, 4.1123], [2.0603, 3.0540, 4.4644], [0.5059, 2.8394, 5.2728], [1.8406, 1.7408, 5.6225], [2.2538, 2.6990, 2.1422], [0.9685, 3.7996, 1.6429], [0.2969, 2.0992, -0.1160], [1.9155, 2.7832, -0.3387], [1.3323, 0.1093, 1.0047], [2.9431, 0.7909, 0.6492], [3.4336, 0.5885, -4.2458], [-1.5063, -3.9151, -4.7635], [-2.8174, -5.2741, -2.8185], [-1.7029, -3.6410, 0.5450], [-2.7848, -4.9324, -0.0235], [-1.0689, -5.2589, 0.2461], [1.1737, -1.8253, -0.7424], [-1.2434, 0.5712, -2.7560], [-3.4984, 0.6626, -1.2593], [-2.8699, -0.6998, 1.0158]],
  "lowdin_charge": [-0.07, -0.26, -0.20, -0.26, -0.08, -0.19, -0.14, -0.12, 0.01, -0.39, 0.09, -0.16, 0.15, 0.00, -0.29, 0.11, -0.18, 0.03, -0.01, -0.30, 0.01, 0.07, -0.14, -0.24, 0.01, -0.05, -0.13, 0.04, 0.05, 0.07, 0.07, 0.12, 0.12, 0.11, 0.11, 0.07, 0.06, 0.07, 0.12, 0.12, 0.10, 0.11, 0.12, 0.14, 0.13, 0.12, 0.11, 0.08, 0.09, 0.09, 0.17, 0.12, 0.11, 0.12],
  "multiplicity": 1,
  "e_homo_ev": -8.4,
  "smiles": "CCN(CC)CCCN1C(=O)C(O)=C(C(=O)c2ccc(C)o2)[C@@H]1c1ccco1",
  "gap_ev": 8.3,
  "total_energy_ev": -35415.7358
}

=====

So what do the calculations give for energy above the lowest of the compared OMol25 structures with the same formula, charge and spin? Going down the list: 19.6 0.0 139.0 78.8 kcal/mol.
So what do the calculations give for LUMO? Going down the list: -2.93 -9.82 -1.62 -0.08 eV.